1.
Entry from the OMol25 dataset: a cluster of 2 separate species, CH2ClNO4S in total in a non-equilibrium geometry (wB97M-V/def2-TZVPD).

HOMO	-11.07	eV
energy	-34101.1520	eV
net charge	0
spin multiplicity	1
gap between HOMO and LUMO	0.2965	hartree
relative energy (zero: lowest compared OMol25 entry of this formula, charge and spin)	107.8	kcal per mole

```
10
Properties=species:S:1:pos:R:3:forces:R:3
C 0.043580 0.233674 -0.036983 4.02 0.52 4.83
N 0.383111 1.573981 0.177967 0.24 3.31 -0.10
O 0.409660 2.049130 1.325750 0.00 -0.96 -1.52
O 0.611529 2.218521 -0.861136 -0.05 -0.43 1.19
O 2.346650 -1.596230 -0.840805 0.09 0.30 0.20
O 2.666761 -0.959152 1.541226 -0.09 -0.07 0.92
S 2.342106 -0.624303 0.209676 -1.92 0.35 -1.48
Cl 3.603292 0.907792 -0.321090 -0.57 -0.15 0.04
H 0.025023 0.067230 -1.004930 -0.88 -1.59 -4.37
H -0.389151 -0.106789 0.862255 -0.85 -1.27 0.28
```
Positions in Å, forces in eV/Å.

Here are the natural (NBO) charges for atoms 1 to 5, given in e: -0.22, 0.43, -0.37, -0.37, -0.86

2.
Entry from the OMol25 dataset: a cluster of 2 separate species, CH2ClO3S in total in a non-equilibrium geometry (wB97M-V/def2-TZVPD).

HOMO (spin up / spin down)	-4.00 / -4.95	eV
energy	-30568.3106	eV
net charge	-1
spin multiplicity	1
gap between HOMO and LUMO (spin up / spin down)	0.2707 / 0.3062	hartree
relative energy (zero: lowest compared OMol25 entry of this formula, charge and spin)	62.0	kcal per mole

```
8
Properties=species:S:1:pos:R:3:forces:R:3
C 1.564058 0.863449 0.419935 1.77 -2.96 2.17
O -1.279108 -1.908556 -0.830912 -0.56 0.77 0.86
O -2.139854 0.404470 -1.150213 -0.14 -1.06 0.96
O -0.832830 -0.112019 0.834031 0.10 -0.21 1.00
S -1.761126 -0.662898 -0.154599 0.28 0.39 -2.75
Cl 2.281782 -0.394712 -0.531928 0.03 0.54 -0.34
H 0.815155 1.422080 0.019493 -1.73 1.56 -1.48
H 1.351923 0.388189 1.394195 0.25 0.97 -0.41
```
Positions in Å, forces in eV/Å.

Here are the natural (NBO) charges for atoms 1 to 5, given in e: -0.34, -0.97, -0.99, -1.00, 1.97

3.
Entry from the OMol25 dataset: a structure of composition CH2ClP in a non-equilibrium geometry (wB97M-V/def2-TZVPD).

HOMO (spin up / spin down)	-7.10 / -7.10	eV
energy	-22873.6750	eV
net charge	0
spin multiplicity	1
gap between HOMO and LUMO (spin up / spin down)	0.1887 / 0.1885	hartree
relative energy (zero: lowest compared OMol25 entry of this formula, charge and spin)	143.6	kcal per mole

```
5
Properties=species:S:1:pos:R:3:forces:R:3
C -0.214988 0.465383 -0.874413 0.54 -1.15 1.01
P 0.722029 -1.516786 2.889056 -0.28 0.57 -0.73
Cl 0.102914 -0.750928 0.247891 -0.03 0.21 -0.61
H 0.617584 1.051326 -1.209784 0.18 0.18 0.08
H -1.227538 0.751006 -1.052750 -0.41 0.18 0.25
```
Positions in Å, forces in eV/Å.

Charges per atom according to natural (NBO) partitioning, unit e: -0.50, -0.08, 0.18, 0.20, 0.20

4.
Entry from the OMol25 dataset: a structure of composition CH2ClPS in a non-equilibrium geometry (wB97M-V/def2-TZVPD).

HOMO	-8.94	eV
energy	-33715.1030	eV
net charge	0
spin multiplicity	1
gap between HOMO and LUMO	0.2854	hartree
relative energy (zero: lowest compared OMol25 entry of this formula, charge and spin)	23.5	kcal per mole

```
6
Properties=species:S:1:pos:R:3:forces:R:3
C -0.376697 0.401795 0.032311 -0.65 0.28 3.61
P -2.078428 0.416549 0.882824 1.18 -0.01 0.30
S -3.087809 -0.276408 -0.541308 -1.33 -0.47 -0.72
Cl -0.222801 2.077925 -0.229890 0.50 2.40 -0.40
H -0.524873 -0.046737 -0.856244 -0.02 -1.85 -2.82
H 0.437347 0.058860 0.645826 0.32 -0.35 0.04
```
Positions in Å, forces in eV/Å.

Here are the natural (NBO) charges for atoms 1 to 5, given in e: -0.73, 0.66, -0.38, 0.00, 0.22

5.
Entry from the OMol25 dataset: a structure of composition CH2CoF3NO3S in a non-equilibrium geometry (wB97M-V/def2-TZVPD).

HOMO (spin up / spin down)	-2.45 / -4.81	eV
energy	-65314.8773	eV
net charge	-1
spin multiplicity	5
gap between HOMO and LUMO (spin up / spin down)	0.2166 / 0.2935	hartree

```
12
Properties=species:S:1:pos:R:3:forces:R:3
Co 2.192296 0.724803 -0.516778 -0.38 0.64 0.61
N 0.642183 0.615490 1.225137 -0.13 -0.01 -1.04
S -0.328171 1.139840 0.192265 -0.39 0.41 0.76
O -1.205031 2.308618 0.436340 1.19 -1.39 -0.51
O 0.335412 1.156920 -1.190053 -0.53 0.35 0.21
C -1.613777 -0.193941 -0.116063 0.79 0.99 0.22
F -2.404924 -0.319266 0.949929 -0.36 -0.18 0.24
F -1.014500 -1.374550 -0.316235 -0.06 -0.49 -0.18
F -2.378307 0.072238 -1.173040 -0.33 -0.13 -0.33
O 1.983167 -1.172182 -0.084012 -2.42 -0.61 1.64
H 2.672170 -1.837568 -0.126684 -0.23 -0.33 0.51
H 1.119480 -1.120403 0.719192 2.85 0.74 -2.13
```
Positions in Å, forces in eV/Å.

Here are the natural (NBO) charges for atoms 1 to 5, given in e: 0.76, -1.39, 2.09, -0.97, -1.11

6.
Entry from the OMol25 dataset: a structure of composition CH2CoFLiO in a non-equilibrium geometry (wB97M-V/def2-TZVPD).

HOMO (spin up / spin down)	-22.52 / -22.42	eV
energy	-43641.1849	eV
net charge	+2
spin multiplicity	6
gap between HOMO and LUMO (spin up / spin down)	0.4143 / 0.2772	hartree

```
7
Properties=species:S:1:pos:R:3:forces:R:3
C -0.631886 0.716966 0.005237 -3.80 -2.68 0.00
O 2.032479 -0.979329 0.307597 -0.62 2.15 -0.89
Co 1.421988 0.781196 -0.256372 1.56 -1.15 0.84
Li 0.461638 -1.960587 -0.178406 -0.27 -1.26 0.18
F -0.948399 -0.734482 -0.054372 1.14 2.53 0.03
H -1.273440 1.131342 -0.786036 0.89 0.28 -0.66
H -1.062378 1.044896 0.962355 1.10 0.14 0.51
```
Positions in Å, forces in eV/Å.

Here are the natural (NBO) charges for atoms 1 to 5, given in e: -0.24, -0.56, 1.63, 0.97, -0.37

7.
Entry from the OMol25 dataset: a structure of composition CH2CuO4 in a non-equilibrium geometry (wB97M-V/def2-TZVPD).

HOMO (spin up / spin down)	-9.86 / -9.77	eV
energy	-53895.1962	eV
net charge	0
spin multiplicity	2
gap between HOMO and LUMO (spin up / spin down)	0.3198 / 0.2692	hartree
relative energy (zero: lowest compared OMol25 entry of this formula, charge and spin)	34.2	kcal per mole

```
8
Properties=species:S:1:pos:R:3:forces:R:3
O 0.368637 0.935081 -1.122506 0.75 -0.61 0.49
Cu 2.200583 0.278407 0.018663 -1.02 -0.50 0.05
O 0.605711 -1.314776 0.028710 -0.81 1.95 -0.02
H 0.143741 -1.719998 0.778658 0.44 0.10 -0.07
C -0.195531 0.483144 -0.040980 -1.10 0.82 -0.04
O 0.331204 1.091913 0.976454 0.61 -0.57 -0.45
O -1.573496 0.460997 -0.011827 1.16 -1.18 0.20
H -1.880850 -0.214765 -0.627169 -0.03 -0.01 -0.17
```
Positions in Å, forces in eV/Å.

Here are the natural (NBO) charges for atoms 1 to 5, given in e: -0.53, 0.95, -1.08, 0.46, 0.92

8.
Entry from the OMol25 dataset: a cluster of 2 separate species, CH2F2IP in total in a non-equilibrium geometry (wB97M-V/def2-TZVPD).

HOMO (spin up / spin down)	-9.33 / -9.10	eV
energy	-23889.8116	eV
net charge	0
spin multiplicity	1
gap between HOMO and LUMO (spin up / spin down)	0.2910 / 0.2777	hartree
relative energy (zero: lowest compared OMol25 entry of this formula, charge and spin)	65.1	kcal per mole

```
7
Properties=species:S:1:pos:R:3:forces:R:3
C -0.908907 0.720218 0.298197 0.48 0.30 1.64
F -1.784645 -0.179368 0.650217 -0.54 -1.35 -0.39
F -1.458380 1.481418 -0.595128 0.12 0.56 -0.84
P 1.618116 -1.097237 -0.293413 0.80 1.69 0.71
I -0.491140 1.724910 2.209418 0.41 0.13 -0.53
H 2.203149 -0.541010 -1.512138 -0.74 -0.69 0.41
H 0.821806 -2.108931 -0.757154 -0.52 -0.64 -0.99
```
Positions in Å, forces in eV/Å.

Here are the natural (NBO) charges for atoms 1 to 5, given in e: 0.60, -0.34, -0.32, 0.11, 0.04

9.
Entry from the OMol25 dataset: a structure of composition CH2F3N in a non-equilibrium geometry (wB97M-V/def2-TZVPD).

HOMO	-11.46	eV
energy	-10706.7861	eV
net charge	0
spin multiplicity	1
gap between HOMO and LUMO	0.4045	hartree
relative energy (zero: lowest compared OMol25 entry of this formula, charge and spin)	131.6	kcal per mole

```
7
Properties=species:S:1:pos:R:3:forces:R:3
C 0.663914 -0.076796 0.148248 -0.55 -0.69 -2.22
N -0.627402 0.225681 -0.651914 -0.13 2.85 1.30
F 0.647349 -1.270818 0.772083 -0.74 0.24 1.34
F -1.494850 1.286264 0.337441 2.10 -2.46 -1.66
F -1.479999 -0.776747 -0.729619 0.24 -0.70 0.48
H 0.761466 0.865666 0.663083 0.19 -0.18 1.09
H 1.529521 -0.253250 -0.539323 -1.11 0.94 -0.32
```
Positions in Å, forces in eV/Å.

Here are the natural (NBO) charges for atoms 1 to 5, given in e: 0.14, 0.32, -0.32, -0.37, -0.16

10.
Entry from the OMol25 dataset: a cluster of 2 separate species, CH2F3N in total in a non-equilibrium geometry (wB97M-V/def2-TZVPD).

HOMO	-12.36	eV
energy	-10711.8155	eV
SMILES string	N=C(F)F.F
net charge	0
spin multiplicity	1
gap between HOMO and LUMO	0.4754	hartree
relative energy (zero: lowest compared OMol25 entry of this formula, charge and spin)	15.7	kcal per mole

```
7
Properties=species:S:1:pos:R:3:forces:R:3
C 1.745966 -0.617861 0.017587 0.27 0.55 -0.21
N 0.541157 -0.313723 0.025441 0.57 1.03 0.13
F 2.844752 0.166199 -0.022741 -1.23 -0.67 0.21
F -1.927273 -1.096155 0.001256 -1.38 -0.10 0.17
F 2.119526 -1.868369 0.010141 0.33 0.02 -0.07
H 0.317372 0.696189 0.105667 0.44 -0.92 -0.23
H -1.091892 -1.235799 -0.348368 1.00 0.10 0.00
```
Positions in Å, forces in eV/Å.

Here are the natural (NBO) charges for atoms 1 to 5, given in e: 0.97, -0.76, -0.31, -0.58, -0.28